Record 1
C5H7FOS in the gas phase. Source: the Open Molecules 2025 dataset; level of theory: ωB97M-V/def2-TZVPD.

XYZ file:
```
15
Properties=species:S:1:pos:R:3:mulliken_charge:R:1
C 0.1710 0.2685 0.5253 0.167
C -0.8117 -0.6343 1.2870 -0.694
C -1.6014 -1.2467 0.0414 -0.464
C 0.4423 -0.7718 -0.5530 -0.117
C 1.5112 0.2130 -0.2601 0.041
H -1.3568 1.2306 -1.0898 0.144
H -0.3273 -1.4598 1.8439 0.270
H -1.4813 -0.0617 1.9334 0.307
H -1.7422 -2.3279 0.1896 0.310
H -2.5751 -0.7951 -0.1532 0.339
H 0.8035 -1.6893 -0.0707 0.266
H 1.6860 1.1404 -0.7912 0.382
O -0.7912 -1.0143 -1.1675 -0.430
F 2.6463 -0.3457 0.2246 -0.272
S -0.6727 1.7636 -0.0492 -0.250
```

## Properties
ΔE to the lowest compared entry with this formula, charge and spin: 80.8 kcal/mol
E_tot: -20894.5723 eV
Strongest force on any atom: 0.6 eV/Å
Highest occupied orbital energy: -9.23 eV
2S+1: 1

=====

Record 2
4 unconnected molecules or ions with the total composition C43H53F27N5O9P2S at a distorted geometry. Source: the Open Molecules 2025 dataset; level of theory: ωB97M-V/def2-TZVPD.

XYZ file:
```
140
Properties=species:S:1:pos:R:3:mulliken_charge:R:1
C 1.1173 -0.1969 0.5510 -1.011
C 0.1182 0.8588 0.1739 0.852
N 0.5739 2.0178 -0.0374 -0.243
C -1.3893 0.6223 0.1693 -1.696
N -2.0880 -0.0471 -0.9988 0.564
C -2.5876 -1.4525 -0.7129 -1.123
C -1.4828 -2.4265 -0.3328 0.970
C -1.7893 -3.4146 0.8157 -0.917
C -0.5145 -3.6715 1.6375 -0.617
N 0.3109 -4.6658 0.9539 -0.166
C 1.5719 -4.1323 0.4287 0.171
C 2.0077 -4.8093 -0.8544 0.013
C 1.0616 -5.2715 -1.7722 -0.145
C 1.4221 -5.8638 -2.9813 -0.788
C 2.7741 -6.0021 -3.2860 -0.498
C 3.7290 -5.5702 -2.3716 -0.558
C 3.3549 -4.9829 -1.1650 0.288
O 4.3291 -4.5471 -0.2766 -0.537
C -3.7045 -1.8929 -1.7240 2.590
C -5.0116 -1.1059 -1.3976 -0.897
C -6.3022 -1.8119 -0.9603 -1.484
C -7.4709 -1.5987 -1.9094 0.735
F -8.2941 -2.6449 -1.8730 -0.292
F -7.1037 -1.4219 -3.1801 -0.225
F -8.1736 -0.5165 -1.5608 -0.305
P -3.9137 -3.7189 -1.9163 1.033
O -4.2614 -4.4493 -0.5303 -0.576
O -2.4956 -4.2889 -2.3937 -0.600
S -5.2558 -4.1331 -3.2369 -0.389
C -3.2940 -1.5072 -3.2045 -4.517
C -2.7490 -0.0935 -3.3120 0.557
P -2.3957 0.4678 -5.0884 0.012
N -3.7679 1.4454 -5.3580 -0.668
O -2.8259 -0.8518 -5.9232 -0.578
C -1.5437 0.1640 -2.4013 0.253
C -0.4176 -0.8295 -2.6836 1.343
C 0.3570 -0.7963 -3.9732 -0.686
O -0.0273 -1.3395 -4.9497 -0.522
O 1.5812 -0.2732 -3.8820 -0.449
C -1.2010 1.6507 -2.5667 0.719
C -2.1514 2.6445 -2.2985 -0.399
C -1.7900 3.9807 -2.3757 -1.120
C -0.4848 4.2830 -2.7235 -0.377
C 0.3849 3.2231 -2.9762 -0.854
N 0.0461 1.9414 -2.9026 -0.096
H 1.5584 -0.6848 -0.3097 0.193
H 0.6683 -0.9223 1.2199 -0.216
H 1.8872 0.2992 1.1233 0.486
H -0.1644 2.6853 -0.2652 0.273
H -1.8619 1.5798 0.3377 0.581
H -1.6413 0.0354 1.0493 0.836
H -2.9636 0.4754 -1.0550 0.888
H -3.1447 -1.3087 0.2122 0.894
H -1.0788 -2.9845 -1.1674 -0.444
H -0.6383 -1.8330 0.0048 -0.481
H -2.6110 -3.1002 1.4570 0.592
H -1.9767 -4.3754 0.3612 0.438
H -0.8476 -4.1000 2.5730 0.403
H 0.0226 -2.7500 1.8375 -0.258
H 0.5483 -5.4211 1.5787 0.339
H 1.4613 -3.0784 0.1913 -0.629
H 2.3894 -4.2472 1.1341 0.704
H 0.0183 -5.1665 -1.5190 0.199
H 0.6480 -6.1980 -3.6509 0.470
H 3.0538 -6.4520 -4.2234 0.413
H 4.7698 -5.6943 -2.6226 0.465
H 4.7287 -5.3255 0.1205 0.327
H -4.7651 -0.3999 -0.6043 0.401
H -5.2666 -0.4828 -2.2453 0.481
H -6.6507 -1.3670 -0.0328 0.494
H -6.2501 -2.8752 -0.7720 0.459
H -4.4685 -3.8419 0.1885 0.395
H -2.3980 -5.1912 -2.0547 0.418
H -2.6120 -2.2362 -3.6286 0.964
H -4.2025 -1.5580 -3.7867 0.744
H -3.5809 0.5501 -3.0292 0.891
H -3.4257 2.3167 -5.7447 0.301
H -4.3489 1.0320 -6.0837 0.262
H -2.0539 -1.4157 -6.0669 0.377
H -0.8774 -1.8109 -2.6984 -0.394
H 0.2988 -0.8739 -1.8719 -0.410
H 1.6837 0.4082 -4.5564 0.384
H -3.1614 2.3795 -2.0237 0.428
H -2.5029 4.7517 -2.1388 0.493
H -0.1332 5.2894 -2.7837 0.521
H 1.4067 3.4518 -3.2383 0.548
C 3.2207 8.9005 -2.7503 -0.800
C 1.9512 8.1243 -3.1401 1.001
C 0.6936 8.3381 -2.2986 0.008
F 0.8941 7.9801 -1.0163 -0.201
F -0.2749 7.5106 -2.7796 -0.277
F 2.2340 6.8016 -3.1826 -0.206
F 1.6145 8.5036 -4.4030 -0.343
O 4.1501 8.1561 -1.9855 -0.394
C 4.0475 8.1020 -0.6179 0.701
C 3.7545 6.6721 -0.1554 0.273
F 2.5886 6.2461 -0.6921 -0.227
F 3.6143 6.6445 1.1882 -0.276
F 3.1228 8.9578 -0.1483 -0.272
F 5.2341 8.4673 -0.0993 -0.292
H 3.7329 9.1015 -3.6895 0.381
H 2.9981 9.8726 -2.3105 0.349
H 0.3478 9.3738 -2.3310 0.322
H 4.5494 5.9875 -0.4569 0.238
C 2.6912 3.7929 2.9936 -0.668
C 3.9821 3.0390 2.6238 0.850
C 3.8622 1.8673 1.6467 0.197
F 3.1020 0.8784 2.1620 -0.167
F 5.0959 1.3671 1.4124 -0.312
F 4.6195 2.6437 3.7429 -0.282
F 4.7695 3.9583 1.9974 -0.294
O 2.0690 3.4707 4.2254 -0.440
C 1.1369 2.4788 4.3252 0.784
C 1.5898 1.3776 5.2843 0.154
F 2.7222 0.8051 4.8410 -0.213
F 0.6232 0.4273 5.3382 -0.304
F 0.7915 1.9754 3.1245 -0.178
F 0.0198 3.0248 4.8577 -0.323
H 3.0076 4.8266 3.1218 0.322
H 1.9760 3.7956 2.1707 0.362
H 3.4323 2.1982 0.6966 0.173
H 1.7566 1.7878 6.2817 0.270
C 1.8624 -3.2448 7.5277 -0.700
C 2.7607 -3.9453 6.4924 0.847
C 3.2014 -3.1429 5.2653 0.088
F 2.1390 -2.7818 4.5103 -0.128
F 3.9999 -3.9222 4.5016 -0.296
F 2.1823 -5.1003 6.0950 -0.268
F 3.9097 -4.2670 7.1444 -0.329
O 0.4709 -3.5130 7.4596 -0.415
C -0.3601 -2.7755 6.6669 0.714
C -1.0259 -3.6551 5.6086 0.187
F -0.0860 -4.2178 4.8232 -0.172
F -1.8260 -2.8848 4.8249 -0.282
F 0.2638 -1.7254 6.1006 -0.128
F -1.3484 -2.2808 7.4423 -0.322
H 2.1640 -3.6634 8.4857 0.407
H 2.0681 -2.1762 7.5860 0.320
H 3.7590 -2.2501 5.5607 0.238
H -1.6251 -4.4398 6.0724 0.322
```

## Properties
E_tot: -174110.1693 eV
Strongest force on any atom: 2.7 eV/Å
Highest occupied orbital energy: -10.74 eV
Charge: +1
2S+1: 1

=====

Record 3
C5H8 in the gas phase. Source: the Open Molecules 2025 dataset; level of theory: ωB97M-V/def2-TZVPD.

XYZ file:
```
13
Properties=species:S:1:pos:R:3:mulliken_charge:R:1
C 0.8951 1.3294 0.4144 -0.959
C 0.3488 -1.8243 0.2558 -0.752
C -0.6600 -1.2856 -0.4338 -0.010
C -1.1694 0.0961 -0.4353 -0.473
C -0.4591 1.2090 -0.2119 -0.016
H 1.5743 1.9656 -0.1615 0.296
H 1.3844 0.3725 0.5819 0.247
H 0.7341 -2.8024 -0.0144 0.230
H 0.8385 -1.3276 1.0858 0.315
H -1.1342 -1.9140 -1.1886 0.270
H -2.1853 0.2205 -0.8105 0.313
H -0.9198 2.1604 -0.4754 0.316
H 0.7529 1.8004 1.3936 0.224
```

## Properties
ΔE to the lowest compared entry with this formula, charge and spin: 21.1 kcal/mol
E_tot: -5313.2504 eV
Strongest force on any atom: 0.3 eV/Å
Highest occupied orbital energy: -8.73 eV
2S+1: 1

=====

Record 4
A molecular structure, C45H52CeClO10P3S4 at a distorted geometry. Source: the Open Molecules 2025 dataset; level of theory: ωB97M-V/def2-TZVPD.

XYZ file:
```
116
Properties=species:S:1:pos:R:3:mulliken_charge:R:1
Ce 14.5802 12.2419 15.7833 0.089
O 13.4602 16.0738 17.4570 -0.702
Cl 13.9939 15.4685 16.2773 1.782
O 14.1866 16.3699 15.1704 -0.687
O 15.2402 14.7903 16.5650 -0.366
O 13.1312 14.4182 15.8517 -0.628
O 11.8325 7.1879 17.6923 -0.652
C 12.4274 8.2568 17.6977 0.888
S 13.9760 8.2652 16.8995 -0.146
C 14.5448 9.9604 17.3044 0.106
C 13.6377 10.6667 17.9857 0.050
S 13.8355 12.3699 18.4278 -0.270
S 12.0168 9.8077 18.3709 -0.221
S 16.0644 10.4752 16.9496 -0.466
O 13.6648 13.0836 13.6022 1.008
P 12.8642 12.6917 12.3654 0.914
C 11.9570 11.1644 12.6355 -0.998
P 11.3996 10.8508 14.3447 1.241
O 12.5925 10.9867 15.2788 0.367
C 10.0894 11.9802 14.6691 0.289
C 10.2600 12.8963 15.7136 -0.068
C 9.3013 13.8652 15.9465 -0.795
C 8.2040 13.9430 15.1204 -0.555
C 8.0686 13.0917 14.0281 -0.738
C 8.9866 12.0574 13.8790 -0.581
C 10.9336 9.1332 14.3231 0.243
C 10.2061 8.6344 15.4443 -1.126
C 9.8618 7.3176 15.6090 -0.828
C 10.2909 6.4256 14.6413 -0.326
C 11.0350 6.8455 13.5209 -0.863
C 11.3968 8.1694 13.3885 -0.019
C 11.5706 13.8912 12.0157 0.368
C 10.4729 13.6386 11.1837 -0.328
C 9.5300 14.5912 10.9308 -0.989
C 9.5805 15.7924 11.6001 -0.300
C 10.5960 16.0665 12.4866 -0.961
C 11.5654 15.1187 12.6913 -0.060
C 13.8045 12.3726 10.8140 0.737
C 13.4046 11.4891 9.7884 -0.433
C 14.3587 11.1187 8.8157 -0.649
C 15.6217 11.5875 8.8896 -0.673
C 15.9288 12.6834 9.7463 -0.623
C 15.0158 13.0081 10.7651 -0.951
H 12.7044 10.4230 12.2851 -0.165
H 11.1773 11.2809 11.8713 0.758
H 11.1730 13.0056 16.2604 0.247
H 9.4508 14.5543 16.7535 0.495
H 7.3999 14.6859 15.3450 0.336
H 7.2309 13.2580 13.3596 0.467
H 8.7733 11.2924 13.1803 0.521
H 9.8809 9.3068 16.1350 0.749
H 9.3246 6.9341 16.4795 0.383
H 10.0003 5.3760 14.6623 0.378
H 11.3081 6.0813 12.7629 0.381
H 12.0157 8.5431 12.5578 0.210
H 10.3341 12.7088 10.6507 0.358
H 8.6314 14.4301 10.3404 0.400
H 8.7969 16.5251 11.4335 0.397
H 10.5919 17.0643 12.9555 0.425
H 12.2968 15.3373 13.4837 0.345
H 12.3982 11.1278 9.6437 0.349
H 14.1672 10.4558 7.9992 0.418
H 16.3110 11.1481 8.1955 0.457
H 16.8681 13.3218 9.6047 0.330
H 15.3438 13.8006 11.4498 0.596
C 16.5577 8.7194 13.1300 -1.422
C 15.8439 10.0622 12.7513 0.427
O 14.8359 10.3853 13.7084 0.672
H 17.5731 8.6092 12.6742 0.356
H 16.0028 7.8226 12.9200 0.400
H 16.6498 8.6633 14.2202 0.232
H 15.1866 9.8984 11.8491 -0.068
H 16.5106 10.8900 12.7449 -0.033
H 14.5444 9.6482 14.2924 -0.180
O 17.1513 13.4654 12.5346 -0.670
C 16.6433 13.7496 13.6426 -0.221
O 16.3451 12.8450 14.5956 0.321
H 16.3943 14.7910 13.8868 0.360
C 20.0652 10.9027 17.0998 -1.615
C 20.0748 11.8827 18.2769 2.235
C 21.5248 12.1781 18.7418 -2.098
C 19.4452 11.1827 19.4525 -1.906
P 18.9233 13.3181 17.7773 0.742
C 18.5857 14.2728 19.2563 0.034
C 17.2725 14.6655 19.4072 -0.163
C 16.9093 15.4939 20.5067 -0.400
C 17.7826 15.9169 21.4067 -0.692
C 19.0981 15.4380 21.2717 -0.523
C 19.4606 14.6622 20.2276 -0.500
C 19.7253 14.5265 16.6113 2.163
C 20.0931 13.7100 15.3938 -1.801
C 20.8574 15.3979 17.2362 -1.864
C 18.5388 15.4144 16.1941 -1.718
H 20.3269 9.9055 17.4721 0.538
H 20.8193 11.1550 16.2823 0.229
H 19.1118 10.9073 16.5855 0.119
H 22.0979 11.3005 18.7304 0.557
H 21.5497 12.4519 19.7421 0.502
H 21.9954 12.9428 18.1876 0.280
H 20.0491 10.2851 19.6578 0.584
H 18.4334 10.8623 19.2362 0.233
H 19.3710 11.6302 20.4854 0.242
H 16.5136 14.3922 18.7404 0.279
H 15.7779 15.7573 20.4684 0.274
H 17.3592 16.4987 22.2901 0.260
H 19.8184 15.6965 22.0183 0.457
H 20.4923 14.4097 20.0799 0.369
H 20.9675 13.0893 15.5720 0.277
H 20.3608 14.5288 14.6342 0.532
H 19.2824 13.0803 14.9684 0.214
H 21.7278 14.8855 17.5894 0.182
H 20.4383 16.0426 18.0091 0.371
H 21.1779 16.0016 16.3964 0.586
H 17.6758 14.8856 15.7844 -0.034
H 18.8379 16.0697 15.3157 0.517
H 18.2693 16.0962 16.9725 0.449
```

## Properties
ΔE to the lowest compared entry with this formula, charge and spin: 35.9 kcal/mol
E_tot: -164639.1395 eV
Strongest force on any atom: 5.6 eV/Å
Highest occupied orbital energy (spin up / spin down): -7.34 / -7.34 eV
2S+1: 1